1.
This record from the Open Molecules 2025 dataset describes a structure of composition C14H23ClN3O2PdTe. The level of theory is wB97M-V/def2-TZVPD.

```
! RIJCOSX wB97M-V def2-TZVPD def2/J DEFGRID3
* xyz -1 1
Pd 0.179 -0.466 1.057
N 1.101 0.283 -1.009
C 1.213 1.694 -1.372
C 1.847 2.535 -0.260
N 1.253 2.514 1.064
C -0.030 3.171 1.238
C -1.288 2.506 0.674
N -1.484 1.142 1.168
H 1.992 -0.186 -1.106
H 0.429 -0.167 -1.636
H 0.212 2.042 -1.615
H 1.817 1.840 -2.280
H 1.887 3.577 -0.598
H 2.888 2.211 -0.146
H 1.199 1.557 1.412
H 0.045 4.178 0.811
H -0.176 3.303 2.317
H -1.265 2.448 -0.411
H -2.139 3.154 0.930
H -2.199 0.698 0.583
H -1.809 1.151 2.126
C -0.563 -4.037 2.104
Te 0.937 -2.483 2.212
C 1.875 -3.811 0.775
C 1.417 -5.190 1.152
C 2.151 -6.337 0.875
C 1.684 -7.588 1.257
C 0.472 -7.698 1.922
C -0.268 -6.557 2.202
C 0.193 -5.302 1.824
H -1.223 -3.779 1.275
H -1.144 -4.086 3.023
H 2.959 -3.711 0.798
H 1.498 -3.516 -0.204
H 3.100 -6.249 0.359
H 2.269 -8.473 1.039
H 0.105 -8.670 2.228
H -1.214 -6.641 2.725
Cl -0.966 -3.138 -1.703
C -2.146 -1.972 -1.005
C -2.134 -0.553 -1.616
O -1.314 -0.264 -2.501
O -3.002 0.173 -1.073
H -1.899 -1.885 0.054
H -3.134 -2.407 -1.125
*
```

Results
F_max ... 0.1 eV/Å
HOMO-LUMO gap ... 6.2 eV
E_LUMO ... 2.57 eV
HOMO energy ... -3.67 eV
ΔE to the lowest compared entry with this formula, charge and spin ... 0.6 kJ/mol

---

2.
This record from the Open Molecules 2025 dataset describes an isolated molecule of C4H8N4O in a non-equilibrium geometry. The level of theory is wB97M-V/def2-TZVPD.

```
! RIJCOSX wB97M-V def2-TZVPD def2/J DEFGRID3
* xyz 0 3
C 1.657 -0.683 -0.057
C -2.218 0.373 -0.867
C 0.268 -0.309 0.212
C -0.159 1.016 0.721
N -2.535 -0.428 0.071
N -1.796 -1.488 0.318
N -0.520 -1.384 0.179
N 2.590 0.299 -0.130
O 1.949 -1.857 -0.274
H -1.419 0.212 -1.589
H -2.924 1.161 -1.082
H -0.667 1.610 -0.053
H 0.690 1.578 1.105
H -0.879 0.885 1.529
H 0.017 -2.260 0.079
H 2.402 1.252 0.123
H 3.543 0.025 -0.285
*
```

Results
F_max ... 4.0 eV/Å
HOMO-LUMO gap (spin up / spin down) ... 6.9 / 8.5 eV
E_LUMO (spin up / spin down) ... 0.68 / -1.41 eV
HOMO energy (spin up / spin down) ... -6.23 / -9.94 eV
ΔE to the lowest compared entry with this formula, charge and spin ... 0.0 kJ/mol

---

3.
This record from the Open Molecules 2025 dataset describes a structure of composition C20H23N2Pb in a non-equilibrium geometry. The level of theory is wB97M-V/def2-TZVPD.

```
! RIJCOSX wB97M-V def2-TZVPD def2/J DEFGRID3
* xyz 1 1
C -2.187 1.717 -0.662
C -3.253 0.782 -1.166
C -2.729 2.613 0.429
C -1.694 2.558 -1.811
H -3.204 3.491 -0.055
H -1.973 3.000 1.116
H -3.510 2.126 1.028
H -4.150 1.389 -1.398
H -3.570 0.016 -0.458
H -2.960 0.287 -2.099
H -2.575 2.839 -2.419
H -1.000 2.043 -2.483
H -1.230 3.497 -1.490
C -0.087 -1.222 2.219
C -1.085 -0.253 2.588
C -2.232 -0.462 1.736
H -1.004 0.485 3.364
C -1.932 -1.552 0.833
C -0.625 -2.028 1.148
H -0.125 -2.863 0.681
H 0.876 -1.334 2.682
H -3.155 0.092 1.780
H -2.597 -1.936 0.081
C 2.117 0.937 -0.415
C 2.076 0.845 1.021
C 1.242 1.914 1.505
H 2.592 0.123 1.625
C 0.758 2.649 0.357
C 1.291 2.023 -0.834
H 1.100 2.332 -1.846
H 2.681 0.287 -1.065
H 1.022 2.135 2.532
H 0.121 3.518 0.393
Pb -0.341 0.347 0.181
N 4.217 -4.574 1.761
C 3.726 -3.916 0.971
C 3.020 -3.101 -0.036
C 3.246 -3.272 -1.399
C 2.489 -2.515 -2.275
C 1.519 -1.651 -1.811
N 1.331 -1.503 -0.508
C 2.087 -2.151 0.338
H 4.006 -3.982 -1.710
H 2.699 -2.626 -3.339
H 0.942 -1.034 -2.557
H 2.059 -2.067 1.468
*
```

Results
F_max ... 2.8 eV/Å
HOMO-LUMO gap ... 5.6 eV
E_LUMO ... -5.78 eV
HOMO energy ... -11.35 eV
ΔE to the lowest compared entry with this formula, charge and spin ... 0.0 kJ/mol

---

4.
This record from the Open Molecules 2025 dataset describes an isolated molecule of C5H8N2. The level of theory is wB97M-V/def2-TZVPD.

```
! RIJCOSX wB97M-V def2-TZVPD def2/J DEFGRID3
* xyz 0 1
C 1.291 0.187 1.123
N 1.590 1.202 0.429
C 0.969 1.020 -0.873
N 0.258 -0.262 -0.915
C -1.199 -0.119 -0.738
C -1.170 -0.747 0.651
C 0.401 -0.823 0.448
H 1.657 0.079 2.133
H 0.259 1.830 -1.016
H 1.750 1.093 -1.621
H -1.530 0.923 -0.738
H -1.802 -0.676 -1.451
H -1.617 -1.737 0.673
H -1.696 -0.135 1.403
H 0.840 -1.834 0.491
*
```

Results
F_max ... 0.9 eV/Å
HOMO-LUMO gap ... 10.1 eV
E_LUMO ... 1.11 eV
HOMO energy ... -8.96 eV
ΔE to the lowest compared entry with this formula, charge and spin ... 172.3 kJ/mol

---

5.
This record from the Open Molecules 2025 dataset describes a cluster of 2 separate species, C4H12 in total. The level of theory is wB97M-V/def2-TZVPD.

```
! RIJCOSX wB97M-V def2-TZVPD def2/J DEFGRID3
* xyz 0 1
C 1.461 1.133 -0.873
C 2.810 0.809 -0.259
H 1.012 0.277 -1.379
H 0.767 1.394 -0.067
H 1.430 1.972 -1.565
H 3.080 1.482 0.554
H 3.608 0.804 -1.000
H 2.814 -0.137 0.263
C -1.703 -0.360 0.766
C -2.509 -1.604 0.354
H -0.911 -0.481 1.501
H -1.214 0.016 -0.136
H -2.420 0.395 1.089
H -2.956 -1.430 -0.623
H -3.338 -1.746 1.050
H -1.932 -2.523 0.323
*
```

Results
F_max ... 1.0 eV/Å
HOMO-LUMO gap ... 12.8 eV
E_LUMO ... 1.14 eV
HOMO energy ... -11.65 eV
ΔE to the lowest compared entry with this formula, charge and spin ... 18.4 kJ/mol

---

6.
This record from the Open Molecules 2025 dataset describes an isolated molecule of C19H25N3O3. The level of theory is wB97M-V/def2-TZVPD.

```
! RIJCOSX wB97M-V def2-TZVPD def2/J DEFGRID3
* xyz 0 1
C -1.354 1.518 1.322
C -1.727 0.200 1.992
N -0.661 -0.768 1.860
C 0.519 -0.473 2.677
C 1.032 -1.814 3.216
C 0.290 -2.844 2.370
C -1.045 -2.155 2.096
C -1.772 -2.743 0.877
N -1.148 -2.327 -0.354
C -0.408 -3.148 -1.114
O -0.272 -4.338 -0.916
C 0.232 -2.494 -2.349
O -0.120 -1.150 -2.582
C 0.523 -0.156 -1.926
C 1.465 -0.311 -0.966
C 2.115 0.807 -0.332
O 2.972 0.683 0.529
N 1.709 2.074 -0.743
C 2.348 3.202 -0.100
C 0.747 2.276 -1.698
C 0.351 3.565 -2.081
C -0.619 3.747 -3.041
C -1.231 2.658 -3.654
C -0.858 1.384 -3.294
C 0.125 1.175 -2.321
H -0.468 1.944 1.785
H -2.172 2.228 1.413
H -1.147 1.360 0.266
H -2.620 -0.204 1.508
H -1.978 0.388 3.053
H 1.275 0.009 2.054
H 0.268 0.209 3.501
H 0.763 -1.931 4.267
H 2.112 -1.900 3.125
H 0.810 -3.011 1.427
H 0.165 -3.800 2.873
H -1.707 -2.257 2.977
H -1.734 -3.833 0.915
H -2.819 -2.424 0.862
H -1.087 -1.329 -0.482
H 1.319 -2.625 -2.293
H -0.127 -3.045 -3.223
H 1.782 -1.277 -0.608
H 1.615 3.809 0.433
H 2.878 3.816 -0.829
H 3.064 2.793 0.613
H 0.804 4.430 -1.628
H -0.906 4.750 -3.320
H -1.989 2.813 -4.405
H -1.315 0.522 -3.752
*
```

Results
F_max ... 0.7 eV/Å
HOMO-LUMO gap ... 8.6 eV
E_LUMO ... 0.27 eV
HOMO energy ... -8.38 eV
ΔE to the lowest compared entry with this formula, charge and spin ... 177.4 kJ/mol

---

7.
This record from the Open Molecules 2025 dataset describes an isolated molecule of CH4O3S in a non-equilibrium geometry. The level of theory is wB97M-V/def2-TZVPD.

```
! RIJCOSX wB97M-V def2-TZVPD def2/J DEFGRID3
* xyz 0 1
C 0.244 0.681 0.282
S 0.448 -1.044 0.960
O 1.585 -1.795 0.446
O 0.547 -0.736 2.381
O -0.872 -1.774 -0.327
H 0.186 0.822 -0.755
H 1.170 1.143 0.465
H -0.589 0.941 0.836
H -0.589 -2.649 -0.399
*
```

Results
F_max ... 5.1 eV/Å
HOMO-LUMO gap ... 10.0 eV
E_LUMO ... -1.23 eV
HOMO energy ... -11.25 eV
ΔE to the lowest compared entry with this formula, charge and spin ... 299.2 kJ/mol

---

8.
This record from the Open Molecules 2025 dataset describes a structure of composition C3H5MgO4 in a non-equilibrium geometry. The level of theory is wB97M-V/def2-TZVPD.

```
! RIJCOSX wB97M-V def2-TZVPD def2/J DEFGRID3
* xyz 0 2
C -1.013 1.620 -0.971
C -1.337 0.669 0.153
O -1.305 -0.632 -0.218
Mg 0.192 -1.953 -0.359
H -1.400 2.620 -0.738
H 0.077 1.623 -1.130
H -1.404 1.249 -1.932
H -2.280 0.878 0.707
H -0.276 0.654 1.081
O 1.210 -0.859 1.034
C 2.257 -1.681 0.860
O 1.898 -2.767 0.233
O 3.382 -1.421 1.281
*
```

Results
F_max ... 3.0 eV/Å
HOMO-LUMO gap (spin up / spin down) ... 7.8 / 4.9 eV
E_LUMO (spin up / spin down) ... -1.57 / -3.64 eV
HOMO energy (spin up / spin down) ... -9.41 / -8.49 eV
ΔE to the lowest compared entry with this formula, charge and spin ... 184.8 kJ/mol